Entry 1:
Below is a cluster of 2 separate species, C4H14N2O in total, with properties calculated with wB97M-V/def2-TZVPD.

Summary:
Calculated total energy: -345.48851 Ha
Energy relative to the best compared isomer or geometry (same formula, charge and spin): 230.2 kJ/mol
SMILES string: NCCCCN.O
Maximum force: 3.927 eV/Å
Orbital gap: 9.56 eV
HOMO level: -8.7 eV
Charge: 0
Molar mass: 106.17 g/mol

The geometry in XYZ format:
```
21
Properties=species:S:1:pos:R:3:forces:R:3:nbo_charge:R:1
N -2.000 1.598 -0.325 -2.73 -2.27 1.68 -0.844
C -1.996 0.259 0.345 3.41 -0.68 0.53 -0.241
C -0.486 -0.234 0.328 -0.25 -2.11 1.12 -0.407
C -0.010 -0.682 1.773 0.39 1.08 -2.06 -0.414
C 1.308 -1.426 1.663 0.04 -0.69 -0.16 -0.217
N 2.463 -0.584 1.289 1.25 -0.85 -0.54 -0.830
H -1.229 2.065 0.113 0.50 0.50 -1.07 0.366
H -2.021 1.307 -1.289 0.97 1.11 -0.34 0.373
H -2.567 -0.574 -0.058 -0.60 0.69 -0.60 0.196
H -2.072 0.140 1.431 -1.41 1.41 -0.03 0.186
H 0.183 0.537 -0.027 0.13 0.12 -0.24 0.197
H -0.337 -1.168 -0.255 -0.15 0.69 -0.31 0.185
H 0.129 0.245 2.327 0.03 -0.10 0.48 0.205
H -0.770 -1.293 2.242 -0.13 -0.22 0.14 0.200
H 1.208 -2.304 0.979 -0.18 0.49 0.34 0.162
H 1.528 -1.844 2.641 0.21 -0.05 0.17 0.189
H 2.656 -0.552 0.281 -1.25 0.45 -0.02 0.349
H 3.286 -1.181 1.452 -0.23 0.41 0.90 0.347
O 0.137 1.572 -4.715 0.36 0.79 -0.61 -0.927
H -0.411 2.187 -5.221 -0.46 -0.30 0.23 0.464
H 1.000 1.932 -4.974 0.09 -0.48 0.39 0.463
```
Positions in Å, forces in eV/Å.

Entry 2:
Below is a cluster of 2 separate species, C4H14N2O in total, with properties calculated with wB97M-V/def2-TZVPD.

Summary:
Calculated total energy: -345.50329 Ha
Energy relative to the best compared isomer or geometry (same formula, charge and spin): 191.4 kJ/mol
SMILES string: CCCNCN.O
Maximum force: 2.389 eV/Å
Orbital gap: 9.04 eV
HOMO level: -8.4 eV
Charge: 0
Molar mass: 106.17 g/mol

The geometry in XYZ format:
```
21
Properties=species:S:1:pos:R:3:forces:R:3:nbo_charge:R:1
C -2.318 -1.472 -0.826 0.64 0.43 -0.38 -0.626
C -0.803 -1.782 -0.946 -1.07 0.39 -0.38 -0.417
C -0.041 -0.947 0.083 2.04 1.09 0.60 -0.228
N -0.115 0.483 -0.222 -0.67 1.19 -1.29 -0.675
C 0.659 0.978 -1.346 -0.11 -1.85 0.38 -0.049
N 2.104 1.048 -1.142 0.79 1.11 -0.08 -0.871
H -2.326 -0.472 -0.372 -0.69 -0.54 0.60 0.222
H -2.839 -1.286 -1.768 0.28 -0.41 -0.24 0.205
H -2.811 -2.314 -0.341 -0.29 0.57 0.50 0.206
H -0.511 -1.479 -1.955 0.38 -0.09 0.20 0.203
H -0.665 -2.861 -0.896 0.44 0.09 0.31 0.211
H -0.252 -1.076 1.148 -0.87 -0.26 -0.23 0.214
H 1.049 -1.113 0.116 -0.14 -0.94 -0.48 0.179
H -0.232 1.250 0.418 -0.20 -0.83 0.85 0.366
H 0.295 1.967 -1.635 -0.08 -0.25 -0.18 0.179
H 0.514 0.222 -2.135 -0.20 0.71 -0.15 0.166
H 2.476 0.686 -0.270 -0.52 -0.25 -0.04 0.363
H 2.365 2.028 -1.153 0.26 -0.15 0.01 0.351
O 0.533 1.249 3.650 -0.95 0.69 -0.75 -0.929
H -0.209 1.349 4.266 0.35 -0.17 0.01 0.468
H 0.181 1.716 2.857 0.60 -0.54 0.74 0.462
```
Positions in Å, forces in eV/Å.

Entry 3:
Below is a structure of composition C4H14N2O, with properties calculated with wB97M-V/def2-TZVPD.

Summary:
Calculated total energy: -345.48914 Ha
Energy relative to the best compared isomer or geometry (same formula, charge and spin): 228.5 kJ/mol
Maximum force: 2.672 eV/Å
Orbital gap: 9.35 eV
HOMO level: -8.5 eV
Charge: 0
Molar mass: 106.17 g/mol

The geometry in XYZ format:
```
21
Properties=species:S:1:pos:R:3:forces:R:3:nbo_charge:R:1
C -0.074 -1.385 -0.368 0.96 2.37 0.77 -0.057
O -0.766 -0.461 0.476 0.05 0.41 -0.16 -0.858
C 0.118 -2.645 0.387 0.96 -1.62 -0.89 -0.231
N 0.877 -3.641 -0.460 -0.67 -0.51 0.12 -0.853
H -0.652 -1.565 -1.273 0.28 0.03 -0.48 0.148
H 0.993 -1.007 -0.540 -1.30 -0.32 -0.60 0.138
H 0.796 -2.427 1.198 -0.42 0.01 0.75 0.187
H -0.868 -3.015 0.651 0.02 -0.16 0.68 0.176
H 1.443 -4.289 0.097 -0.24 0.63 0.06 0.353
H 0.218 -4.280 -0.917 0.21 0.50 -0.01 0.345
C -0.113 2.608 1.247 -0.28 0.84 -0.39 -0.409
N -0.715 1.989 0.060 -0.15 0.50 1.09 -0.601
C 0.100 2.191 -1.127 -0.24 -0.33 -0.40 -0.419
H -0.724 2.415 2.134 0.33 -0.31 -0.14 0.216
H 0.929 2.277 1.349 -0.44 0.03 0.19 0.209
H -0.156 3.692 1.073 0.47 0.04 0.36 0.177
H -1.702 2.281 0.062 0.70 -0.12 -0.86 0.389
H -0.724 0.662 0.287 0.11 -2.45 -0.22 0.472
H 0.114 3.209 -1.501 -0.02 0.30 0.02 0.189
H -0.216 1.520 -1.918 -0.34 0.01 -0.18 0.218
H 1.120 1.871 -0.917 0.00 0.15 0.28 0.210
```
Positions in Å, forces in eV/Å.

Entry 4:
Below is a cluster of 2 separate species, C4H14N2O in total, with properties calculated with wB97M-V/def2-TZVPD.

Summary:
Calculated total energy: -345.45739 Ha
Energy relative to the best compared isomer or geometry (same formula, charge and spin): 311.9 kJ/mol
SMILES string: CNCCCN.O
Maximum force: 4.293 eV/Å
Orbital gap: 9.88 eV
HOMO level: -9.2 eV
Charge: 0
Molar mass: 106.17 g/mol

The geometry in XYZ format:
```
21
Properties=species:S:1:pos:R:3:forces:R:3:nbo_charge:R:1
C -0.806 0.415 2.805 0.94 0.59 0.48 -0.448
N -0.554 -0.926 2.164 1.76 1.54 1.28 -0.608
C 0.775 -0.916 1.431 -0.91 0.02 1.02 -0.256
C 0.595 -0.131 0.105 -0.79 2.55 -0.77 -0.437
C -0.606 -0.493 -0.898 1.94 0.15 0.37 -0.228
N -0.519 0.297 -2.240 -1.69 -0.76 1.78 -0.834
H -0.403 1.284 2.139 -1.39 -1.19 0.99 0.173
H -0.199 0.568 3.748 -0.39 -0.70 -0.94 0.196
H -1.869 0.495 3.192 1.12 0.10 -1.08 0.210
H -1.181 -0.960 1.406 -1.29 -0.38 -0.65 0.332
H 1.126 -1.960 1.436 -0.53 -0.02 -1.23 0.211
H 1.605 -0.562 2.095 -0.91 0.80 -0.55 0.210
H 0.129 0.924 0.248 1.78 -1.18 0.94 0.192
H 1.575 0.066 -0.355 -0.50 -0.38 -0.38 0.234
H -0.529 -1.589 -0.946 -0.76 0.31 -1.07 0.202
H -1.485 -0.139 -0.353 -0.28 -0.60 -0.29 0.170
H -1.370 0.039 -2.765 0.59 -0.34 0.13 0.368
H -0.788 1.289 -2.034 0.92 -0.90 0.07 0.372
O 1.606 1.142 -3.529 -0.47 -3.57 -2.33 -1.014
H 2.032 0.771 -4.414 -1.35 1.21 2.89 0.455
H 0.865 0.386 -3.234 2.19 2.74 -0.65 0.500
```
Positions in Å, forces in eV/Å.

Entry 5:
Below is a cluster of 2 separate species, C4H14N2O in total, with properties calculated with wB97M-V/def2-TZVPD.

Summary:
Calculated total energy: -345.51937 Ha
Energy relative to the best compared isomer or geometry (same formula, charge and spin): 149.2 kJ/mol
SMILES string: CC(C)NCN.O
Maximum force: 1.573 eV/Å
Orbital gap: 9.30 eV
HOMO level: -8.4 eV
Charge: 0
Molar mass: 106.17 g/mol

The geometry in XYZ format:
```
21
Properties=species:S:1:pos:R:3:forces:R:3:nbo_charge:R:1
C -0.535 0.927 1.936 0.73 -0.11 0.32 -0.614
C -0.551 0.588 0.440 0.69 -0.70 0.96 -0.045
C -0.841 1.758 -0.507 -0.81 -0.01 1.35 -0.630
N 0.665 -0.124 0.058 -0.36 -0.20 -0.56 -0.682
C 0.674 -1.564 -0.093 -0.06 0.24 -0.74 -0.046
N 1.298 -2.357 0.936 -0.88 0.01 -0.92 -0.881
H -1.504 1.252 2.314 0.12 0.30 -0.01 0.210
H 0.283 1.609 2.200 -0.42 0.51 -0.25 0.200
H -0.225 0.050 2.514 -0.44 -0.26 -0.20 0.201
H -1.320 -0.179 0.374 -0.26 0.09 -0.45 0.190
H -0.096 1.766 -1.258 0.52 0.09 -0.98 0.208
H -0.782 2.731 -0.017 -0.10 -0.05 0.14 0.212
H -1.849 1.629 -0.898 0.09 0.27 -0.37 0.223
H 1.557 0.293 0.261 -0.02 0.12 0.19 0.369
H 1.162 -1.794 -1.044 0.44 -0.24 0.12 0.165
H -0.352 -1.879 -0.321 -0.13 0.15 0.51 0.170
H 2.186 -2.723 0.664 0.36 0.07 0.70 0.378
H 1.075 -2.092 1.874 0.51 -0.12 0.25 0.374
O -0.589 0.151 -3.378 0.28 -0.09 0.27 -0.940
H 0.104 -0.490 -3.571 -0.12 0.03 -0.11 0.465
H -0.363 0.447 -2.484 -0.13 -0.10 -0.21 0.473
```
Positions in Å, forces in eV/Å.

Entry 6:
Below is a cluster of 2 separate species, C4H14N2O in total, with properties calculated with wB97M-V/def2-TZVPD.

Summary:
Calculated total energy: -345.51530 Ha
Energy relative to the best compared isomer or geometry (same formula, charge and spin): 159.8 kJ/mol
SMILES string: NCCCCN.O
Maximum force: 1.735 eV/Å
Orbital gap: 9.78 eV
HOMO level: -9.1 eV
Charge: 0
Molar mass: 106.17 g/mol

The geometry in XYZ format:
```
21
Properties=species:S:1:pos:R:3:forces:R:3:nbo_charge:R:1
N -0.462 1.344 2.182 -0.72 0.53 0.11 -0.852
C 0.016 0.048 1.746 1.38 -0.11 0.66 -0.229
C -0.884 -0.795 0.889 -0.67 -1.06 -0.48 -0.412
C -0.959 -0.352 -0.603 0.06 -0.47 1.16 -0.421
C -0.474 -1.410 -1.593 -0.34 1.11 -1.29 -0.216
N 0.473 -0.925 -2.634 0.56 -0.25 0.49 -0.830
H -1.473 1.461 2.160 0.32 -0.24 0.00 0.363
H -0.052 2.168 1.771 0.08 -0.24 -0.20 0.351
H 0.356 -0.514 2.624 -0.63 -0.19 0.22 0.182
H 0.999 0.162 1.272 -0.25 0.26 -0.47 0.194
H -0.536 -1.837 0.945 0.36 0.20 -0.16 0.206
H -1.871 -0.938 1.339 -0.15 0.59 0.06 0.203
H -0.306 0.500 -0.617 0.31 0.65 -0.50 0.186
H -1.958 -0.027 -0.883 -0.02 0.14 0.08 0.209
H -0.004 -2.243 -1.104 0.06 -0.42 0.27 0.186
H -1.346 -1.748 -2.154 -0.03 -0.44 0.22 0.184
H 0.553 0.084 -2.694 -0.52 0.01 0.07 0.344
H 1.397 -1.207 -2.333 0.18 -0.08 -0.21 0.349
O 2.571 2.026 -0.044 -0.60 0.16 0.29 -0.926
H 1.889 2.322 0.585 0.51 -0.14 -0.27 0.463
H 2.070 1.880 -0.854 0.12 -0.02 -0.05 0.466
```
Positions in Å, forces in eV/Å.

Entry 7:
Below is a cluster of 2 separate species, C4H14N2O2 in total, with properties calculated with wB97M-V/def2-TZVPD.

Summary:
Calculated total energy: -420.71337 Ha
Energy relative to the best compared isomer or geometry (same formula, charge and spin): 240.8 kJ/mol
SMILES string: NCNCCCO.O
Maximum force: 4.884 eV/Å
Orbital gap: 9.64 eV
HOMO level: -9.0 eV
Charge: 0
Molar mass: 122.17 g/mol

The geometry in XYZ format:
```
22
Properties=species:S:1:pos:R:3:forces:R:3:nbo_charge:R:1
N 0.655 -2.419 -0.097 0.20 -1.55 -0.51 -0.896
C 1.684 -1.378 -0.281 -1.59 0.71 1.40 -0.047
N 1.114 -0.028 -0.113 -0.77 0.30 -0.27 -0.656
C 0.567 0.178 1.254 0.74 0.90 0.18 -0.241
C -0.207 1.531 1.436 1.19 0.79 -0.56 -0.457
C -1.192 1.829 0.276 0.90 -0.36 -0.57 -0.068
O -1.534 0.639 -0.394 -1.03 -4.67 0.99 -0.760
H 1.030 -3.313 0.294 -0.76 1.34 -0.37 0.369
H -0.214 -2.129 0.335 0.52 -0.22 0.11 0.351
H 2.338 -1.496 0.610 0.65 0.19 -1.14 0.166
H 2.094 -1.485 -1.297 0.38 0.18 0.68 0.199
H 0.381 0.247 -0.804 1.12 -0.89 0.57 0.384
H -0.057 -0.683 1.588 0.60 0.47 0.25 0.153
H 1.496 0.361 1.867 -1.14 -1.03 0.00 0.216
H -0.744 1.670 2.348 -0.60 -1.03 0.90 0.219
H 0.616 2.263 1.678 -0.90 -0.05 -1.33 0.224
H -2.144 2.330 0.484 0.51 0.30 0.63 0.183
H -0.725 2.278 -0.597 0.37 1.26 0.53 0.182
H -1.471 -0.263 0.158 -0.41 3.47 -1.46 0.475
O -1.223 0.007 -3.285 0.33 -0.93 -0.87 -0.951
H -1.082 -0.829 -2.811 -0.14 0.64 0.00 0.472
H -1.381 0.690 -2.648 -0.19 0.17 0.85 0.480
```
Positions in Å, forces in eV/Å.

Entry 8:
Below is a cluster of 3 separate species, C4H14N2O2 in total, with properties calculated with wB97M-V/def2-TZVPD.

Summary:
Calculated total energy: -420.75472 Ha
Energy relative to the best compared isomer or geometry (same formula, charge and spin): 132.3 kJ/mol
SMILES string: CC/C(N)=C/N.O.O
Maximum force: 1.459 eV/Å
Orbital gap: 8.24 eV
HOMO level: -7.5 eV
Charge: 0
Molar mass: 122.17 g/mol

The geometry in XYZ format:
```
22
Properties=species:S:1:pos:R:3:forces:R:3:nbo_charge:R:1
C 0.092 -1.672 0.291 0.11 0.82 -0.71 -0.608
C 1.514 -1.172 0.022 0.45 0.03 -0.30 -0.432
C 1.507 0.193 -0.650 -0.14 -0.79 -0.01 0.109
N 1.346 0.240 -2.049 0.56 1.08 -0.50 -0.874
C 1.598 1.276 0.131 -1.13 -0.83 -0.40 -0.097
N 1.618 2.611 -0.265 0.16 0.76 0.42 -0.847
H -0.357 -0.836 0.832 -0.40 -0.54 0.49 0.210
H 0.002 -2.646 0.761 0.11 0.10 0.38 0.213
H -0.490 -1.716 -0.635 0.14 -0.11 -0.10 0.203
H 2.137 -1.850 -0.570 -0.30 -0.13 -0.19 0.203
H 2.098 -1.057 0.934 -0.31 -0.10 0.29 0.213
H 1.028 -0.548 -2.597 0.38 -0.03 0.58 0.390
H 2.048 0.805 -2.523 -0.49 -0.40 -0.06 0.378
H 1.392 1.004 1.161 0.72 0.79 0.35 0.188
H 0.918 3.248 0.084 0.03 -0.26 0.24 0.376
H 1.846 2.852 -1.206 0.02 -0.35 -0.44 0.375
O -4.851 -1.649 1.940 0.39 0.79 -0.03 -0.943
H -4.092 -1.265 2.418 -0.60 -0.58 -0.28 0.474
H -5.004 -2.537 2.255 0.21 -0.21 0.30 0.470
O -1.847 1.547 -0.213 0.22 0.36 0.75 -0.933
H -1.427 1.896 0.592 -0.45 -0.14 -0.30 0.459
H -1.076 1.275 -0.712 0.32 -0.24 -0.48 0.476
```
Positions in Å, forces in eV/Å.